Below is a molecular structure, C12H26N6O5SV, with properties calculated with ωB97M-V/def2-TZVPD.

```
51
Properties=species:S:1:pos:R:3:mulliken_spin:R:1
V 0.3693 -0.3040 0.0935 1.002
N -1.5457 -1.5333 0.0009 -0.011
C -1.8909 -1.8463 -1.3958 -0.004
C -0.6114 -2.1676 -2.1495 0.000
N 0.3679 -1.0624 -2.0850 -0.011
C 0.3836 -0.1716 -3.2534 -0.001
C -0.4619 1.0711 -3.0528 0.006
N 0.0708 1.7984 -1.9127 0.004
H -1.3020 -2.3840 0.5005 0.004
H -2.3438 -1.1205 0.4734 0.001
H -2.3937 -0.9778 -1.8239 0.001
H -2.5803 -2.6928 -1.4782 0.001
H -0.8419 -2.4325 -3.1874 0.001
H -0.1456 -3.0328 -1.6762 0.000
H 1.2798 -1.5013 -2.0217 0.005
H 0.0731 -0.7040 -4.1595 -0.001
H 1.4182 0.1476 -3.4049 0.000
H -1.4955 0.8030 -2.8295 -0.002
H -0.4800 1.6436 -3.9888 0.001
H -0.5939 2.4699 -1.5520 0.000
H 0.9218 2.2937 -2.1517 0.001
C -3.1243 3.6633 -0.0228 0.001
C -2.8557 2.2676 0.5176 -0.003
C -3.8884 1.8815 1.5714 0.000
O -2.9078 1.3285 -0.5621 -0.001
C -1.4495 2.2047 1.1673 0.005
O -1.1026 3.0557 1.9722 0.001
O -0.7285 1.2260 0.7531 -0.004
H -4.1226 3.7016 -0.4610 0.000
H -2.4014 3.9195 -0.8002 0.000
H -3.0471 4.3984 0.7762 0.000
H -4.8809 1.8728 1.1184 0.000
H -3.8754 2.5879 2.4002 0.000
H -3.6786 0.8825 1.9598 0.000
H -2.0490 0.8766 -0.4955 0.017
N 0.7270 -0.6400 2.2994 0.002
N 1.0080 -2.0168 2.4722 0.001
C 1.5866 -2.6666 1.3491 0.004
O 2.2043 -3.6994 1.5342 0.007
O 1.3335 -2.0901 0.2275 -0.001
H 1.4769 -0.0589 2.6661 -0.001
H -0.1235 -0.3990 2.7950 0.000
H 1.4496 -2.2729 3.3436 0.000
S 4.7249 1.3762 0.2029 -0.005
C 3.5773 2.6101 0.5077 0.003
C 2.3219 2.0992 0.4695 0.002
N 2.2616 0.7518 0.1897 -0.008
C 3.4566 0.2460 0.0384 -0.015
H 3.8645 3.6265 0.7167 0.000
H 1.4006 2.6292 0.6651 0.000
H 3.6161 -0.8030 -0.1656 -0.002
```

## Properties
Highest occupied orbital energy (spin up / spin down)   -6.2 / -5.6 eV
ΔE to the lowest compared entry with this formula, charge and spin   7.7 kJ/mol
Max |F|   0.012 hartree/bohr
Lowest unoccupied orbital energy (spin up / spin down)   0.4 / 0.4 eV
DFT total energy   -68569.4669 eV
HOMO-LUMO gap (spin up / spin down)   6.62 / 5.96 eV
Expectation value of S²   0.764
Multiplicity   2


Below is a molecular structure, C12H26O10Zn at a distorted geometry, with properties calculated with ωB97M-V/def2-TZVPD.

```
49
Properties=species:S:1:pos:R:3:nbo_charge:R:1
Zn -0.5652 0.0722 -0.5680 0.726
O 0.2713 3.5655 0.4397 -0.781
H 0.5649 4.4912 0.5463 0.415
O -1.1540 -3.4152 -1.7336 -0.773
H -1.0144 -4.2455 -2.2293 0.414
C -4.7520 -2.0453 4.7717 -0.261
O -3.6865 -1.3697 5.4057 -0.505
C -3.0842 -0.3129 4.8050 0.986
O -3.0048 -0.1853 3.5822 -0.641
O -2.3988 0.3100 5.7470 -0.482
C -1.6381 1.4451 5.3775 -0.264
H -5.1166 -2.9005 5.3407 0.199
H -4.4383 -2.4343 3.8030 0.193
H -5.6553 -1.4691 4.5717 0.184
H -0.8053 1.2409 4.7045 0.198
H -1.2547 2.0059 6.2299 0.201
H -2.2856 2.1540 4.8616 0.192
C 3.2641 -2.5168 -5.1438 -0.270
O 4.2484 -1.5289 -4.7625 -0.509
C 3.8836 -0.3849 -4.1151 0.991
O 2.7750 -0.0265 -3.7886 -0.636
O 5.0395 0.1343 -3.7567 -0.489
C 5.0946 1.2857 -2.9788 -0.262
H 3.7630 -3.2706 -5.7529 0.200
H 2.6147 -2.1859 -5.9543 0.187
H 2.6410 -2.9489 -4.3609 0.202
H 4.1654 1.8507 -2.9040 0.209
H 5.9219 1.9094 -3.3173 0.192
H 5.3360 0.9408 -1.9734 0.186
C 5.2677 -2.2293 3.5068 -0.711
C 3.8246 -2.4712 3.0863 0.587
O 3.2009 -1.6854 2.3596 -0.545
C 3.0873 -3.5901 3.7833 -0.735
H 5.7127 -1.3295 3.0819 0.239
H 5.8510 -3.1072 3.2292 0.229
H 5.2455 -2.1909 4.5959 0.230
H 3.4932 -4.5593 3.4934 0.232
H 2.0126 -3.6224 3.6041 0.241
H 3.1488 -3.6797 4.8678 0.234
C -5.4310 4.3922 -3.1901 -0.722
C -4.6726 3.3992 -3.9778 0.584
O -4.1313 2.4868 -3.3977 -0.547
C -4.6024 3.5478 -5.4614 -0.726
H -5.1397 4.4403 -2.1409 0.241
H -6.4629 4.0465 -3.1282 0.242
H -5.2723 5.3950 -3.5870 0.220
H -5.2605 2.7540 -5.8149 0.244
H -3.6069 3.3677 -5.8670 0.246
H -4.9944 4.4699 -5.8906 0.219
```

## Properties
Highest occupied orbital energy   -7.8 eV
ΔE to the lowest compared entry with this formula, charge and spin   1154.7 kJ/mol
Max |F|   0.063 hartree/bohr
Lowest unoccupied orbital energy   -5.1 eV
DFT total energy   -81746.9654 eV
HOMO-LUMO gap   2.77 eV


Below is a molecular structure, C12H26O8V at a distorted geometry, with properties calculated with ωB97M-V/def2-TZVPD.

```
47
Properties=species:S:1:pos:R:3:mulliken_spin:R:1
V -10.4906 0.5387 -7.7708 2.119
O -9.5513 -0.8342 -8.7658 -0.035
H -9.2165 -1.5247 -9.3247 0.001
O -12.2953 -0.1977 -7.8727 -0.095
H -12.9545 -0.8888 -7.8834 0.005
C -10.3162 4.4090 -9.3707 0.000
O -10.3960 3.6444 -10.5589 0.002
C -10.6875 2.3837 -10.4691 -0.001
O -10.9469 1.7908 -9.4271 -0.001
O -10.6792 1.8483 -11.6437 0.002
C -10.8474 0.4536 -11.7770 0.000
H -9.4541 4.1231 -8.7641 0.000
H -11.2452 4.3840 -8.7975 0.000
H -10.1741 5.4599 -9.6145 0.000
H -10.0674 -0.1060 -11.2481 0.001
H -10.8042 0.1641 -12.8200 0.001
H -11.7767 0.1079 -11.3173 0.000
C -4.4092 -2.7314 -10.5039 0.000
C -5.3042 -1.7003 -11.1642 0.000
O -5.0324 -1.2420 -12.2399 0.000
C -6.5679 -1.2974 -10.4428 0.001
H -4.5961 -2.9426 -9.4566 0.000
H -3.3849 -2.4272 -10.7027 0.000
H -4.6267 -3.6415 -11.0745 0.000
H -7.1649 -2.2111 -10.3320 -0.001
H -7.1313 -0.6147 -11.0827 0.000
H -6.4169 -0.7907 -9.4914 -0.001
C -7.5020 -1.5016 -5.9757 0.009
C -6.1657 -1.8451 -6.6141 -0.002
O -5.4672 -0.9916 -7.1098 0.000
C -5.7554 -3.2943 -6.5913 0.000
H -7.6141 -0.4144 -5.9791 -0.002
H -7.6410 -1.8656 -4.9589 -0.001
H -8.3103 -1.9195 -6.5838 -0.001
H -6.4386 -3.8704 -7.2272 0.000
H -5.7471 -3.6838 -5.5746 0.000
H -4.7894 -3.4615 -7.0646 0.000
C -13.2702 -2.9207 -11.6869 0.000
C -13.7266 -3.3507 -10.3054 -0.001
O -14.7704 -3.9063 -10.1151 0.000
C -12.6608 -3.2063 -9.2214 0.003
H -12.7376 -1.9743 -11.6958 0.000
H -14.1362 -2.9226 -12.3480 0.000
H -12.5888 -3.6852 -12.0710 0.000
H -12.0443 -4.1048 -9.2297 0.000
H -13.1312 -3.1381 -8.2376 0.000
H -12.0659 -2.3086 -9.4000 0.000
```

## Properties
Highest occupied orbital energy (spin up / spin down)   -11.8 / -11.8 eV
Max |F|   0.143 hartree/bohr
Lowest unoccupied orbital energy (spin up / spin down)   -6.6 / -5.7 eV
Total charge   +1
DFT total energy   -54924.6936 eV
HOMO-LUMO gap (spin up / spin down)   5.17 / 6.07 eV
Expectation value of S²   2.054
Multiplicity   3


Below is a molecular structure, C12H27AuN3O4STa at a distorted geometry, with properties calculated with ωB97M-V/def2-TZVPD.

```
49
Properties=species:S:1:pos:R:3:nbo_charge:R:1
N 1.8248 -0.5465 0.5321 -0.946
C 2.9249 -0.9753 0.7968 0.923
O 4.0011 -1.3782 1.0864 -0.394
Au 2.1299 -0.3502 -2.7737 0.930
Ta -0.1049 -0.1062 0.3358 2.347
N -0.6043 -1.5905 -0.8541 -0.727
N -0.3137 1.5666 -0.6106 -0.708
C -0.4501 -3.0105 -0.5326 0.109
C 0.3098 2.8772 -0.7733 0.105
C 0.6959 -3.5866 -1.3561 -0.623
C -1.7176 -3.7677 -0.9120 -0.631
C -0.1629 -3.1985 0.9501 -0.645
C -0.0145 3.4811 -2.1305 -0.620
C -0.2384 3.7805 0.3216 -0.623
C 1.8106 2.7348 -0.6165 -0.597
H 0.5402 -3.4409 -2.4295 0.204
H 0.7241 -4.6671 -1.1677 0.262
H 1.6614 -3.1485 -1.0806 0.201
H -2.6013 -3.3285 -0.4417 0.228
H -1.6146 -4.8004 -0.5632 0.250
H -1.8625 -3.8062 -1.9955 0.222
H 0.7568 -2.6887 1.2723 0.222
H -0.0189 -4.2743 1.1096 0.268
H -1.0158 -2.8739 1.5618 0.240
H 0.2954 2.8237 -2.9461 0.199
H 0.5413 4.4188 -2.2097 0.255
H -1.0735 3.7236 -2.2351 0.230
H -1.3245 3.8718 0.2439 0.213
H 0.2052 4.7715 0.1938 0.247
H 0.0237 3.3805 1.3053 0.239
H 2.0867 2.2754 0.3404 0.246
H 2.2245 3.7498 -0.6575 0.260
H 2.2269 2.1461 -1.4454 0.157
C -1.7562 1.5306 -0.9729 -0.446
H -2.2285 0.5814 -0.6525 0.216
H -2.3144 2.3526 -0.5085 0.254
H -1.8328 1.6149 -2.0627 0.243
C -1.0910 -1.3605 -2.2208 -0.446
H -2.1699 -1.5492 -2.2593 0.244
H -0.8848 -0.3485 -2.5784 0.200
H -0.5678 -2.0517 -2.8832 0.218
C -0.2497 0.9381 4.7779 -0.870
S 0.5432 0.4056 3.2871 2.307
O 1.1366 1.5598 2.6205 -0.920
O 1.3447 -0.7599 3.6344 -0.875
O -0.6904 -0.0744 2.2676 -1.008
H 0.4396 0.6289 5.5632 0.290
H -1.2119 0.4427 4.9050 0.279
H -0.3325 2.0269 4.7641 0.274
```

## Properties
Highest occupied orbital energy   -16.3 eV
ΔE to the lowest compared entry with this formula, charge and spin   103.8 kJ/mol
Max |F|   0.078 hartree/bohr
Lowest unoccupied orbital energy   -10.7 eV
Total charge   +2
DFT total energy   -41605.1017 eV
HOMO-LUMO gap   5.65 eV


Below is 3 unconnected molecules or ions with the total composition C12H27FN3O5PS, with properties calculated with ωB97M-V/def2-TZVPD.

```
50
Properties=species:S:1:pos:R:3:nbo_charge:R:1
C -0.8631 -4.2025 -0.0470 -0.244
O -1.7980 -4.5050 -1.0611 -0.541
C -2.2301 -3.3824 -1.8068 -0.065
C -3.6122 -2.8694 -1.3669 -0.425
C -3.7040 -1.3389 -1.3791 -0.429
C -2.8633 -0.7064 -0.2671 -0.084
O -2.0352 0.3621 -0.7942 -0.517
C -0.8988 0.6017 -0.1272 0.868
O -0.6191 1.6332 0.4008 -0.516
N -0.0124 -0.5320 -0.2144 -0.409
F 0.7130 -0.6052 0.9745 -0.209
P 1.0738 -0.5573 -1.5776 0.989
S 2.9540 -0.5343 -1.2008 -0.488
H -1.3208 -3.6413 0.7820 0.160
H -0.4763 -5.1495 0.3325 0.199
H -0.0185 -3.6164 -0.4385 0.162
H -2.2566 -3.6888 -2.8598 0.189
H -1.4910 -2.5693 -1.7200 0.151
H -4.3901 -3.2702 -2.0250 0.215
H -3.7984 -3.2410 -0.3516 0.212
H -4.7482 -1.0430 -1.2412 0.229
H -3.3701 -0.9354 -2.3429 0.217
H -3.4984 -0.2776 0.5154 0.219
H -2.2244 -1.4660 0.2008 0.184
H 0.5729 0.4839 -2.3730 -0.032
H 0.6333 -1.7032 -2.2471 -0.038
C -4.0582 3.8993 3.5090 -0.398
N -4.1521 2.7415 2.6459 -0.425
C -3.2504 1.6225 2.8527 -0.418
C -5.0470 2.6640 1.6449 0.535
O -5.1629 1.7201 0.8860 -0.639
H -3.0689 4.3550 3.4368 0.200
H -4.2408 3.6232 4.5494 0.196
H -4.8019 4.6353 3.2098 0.211
H -2.6535 1.4590 1.9565 0.218
H -3.8190 0.7155 3.0655 0.207
H -2.5889 1.8394 3.6873 0.208
H -5.6834 3.5609 1.5666 0.107
C 8.0826 2.1032 -0.1417 -0.397
N 7.4934 1.0452 -0.9324 -0.432
C 6.0983 1.1443 -1.3317 -0.413
C 8.1959 -0.0397 -1.3161 0.528
O 7.7459 -0.9503 -1.9812 -0.619
H 7.5577 2.2162 0.8093 0.195
H 8.0432 3.0556 -0.6750 0.194
H 9.1245 1.8651 0.0642 0.209
H 5.5311 0.3000 -0.9448 0.217
H 6.0159 1.1329 -2.4189 0.214
H 5.6790 2.0692 -0.9438 0.203
H 9.2417 -0.0232 -0.9630 0.102
```

## Properties
Highest occupied orbital energy   -9.1 eV
SMILES string   COCCCCOC(=O)N(F)[PH2]=S.CN(C)C=O.CN(C)C=O
Max |F|   0.017 hartree/bohr
Lowest unoccupied orbital energy   0.3 eV
DFT total energy   -50428.2417 eV
HOMO-LUMO gap   9.41 eV


Below is 3 unconnected molecules or ions with the total composition C12H27FNO5 at a distorted geometry, with properties calculated with ωB97M-V/def2-TZVPD.

```
46
Properties=species:S:1:pos:R:3:nbo_charge:R:1
N 1.8440 3.3166 3.0687 -0.893
C 1.3186 4.4279 2.3147 0.276
O 0.1440 4.9083 2.9732 -0.719
C 2.3469 5.5604 2.2848 -0.463
C 3.6650 5.1166 1.7177 0.057
F 4.5192 6.2360 1.6903 -0.403
C 0.9914 4.0453 0.8548 0.721
O 0.3589 4.8905 0.1827 -0.755
O 1.4357 2.9350 0.4561 -0.802
H 1.3581 3.2120 3.9416 0.361
H 1.8308 2.4692 2.5172 0.403
H 0.3243 5.7950 3.2828 0.457
H 1.9896 6.3870 1.6781 0.227
H 2.5320 5.8521 3.3197 0.184
H 3.5753 4.7441 0.7046 0.180
H 4.1496 4.3887 2.3518 0.169
C 1.4405 -0.3760 -0.8167 -0.663
C 2.2062 -1.2775 0.1375 -0.059
O 1.6649 -1.3389 1.4459 -0.534
C 0.3342 -1.8016 1.5394 -0.063
C 0.1263 -3.2047 0.9937 -0.640
H 1.3825 0.6429 -0.4276 0.277
H 1.9383 -0.3514 -1.7881 0.201
H 0.4180 -0.7282 -0.9751 0.190
H 3.2200 -0.8954 0.2579 0.186
H 2.3009 -2.2900 -0.2788 0.139
H -0.3475 -1.0956 1.0536 0.171
H 0.0901 -1.7872 2.6026 0.178
H 0.3500 -3.2630 -0.0717 0.204
H -0.9109 -3.5125 1.1323 0.211
H 0.7753 -3.9170 1.5083 0.198
C -2.6832 -1.9403 -3.8562 -0.645
C -1.9444 -2.8899 -2.9286 -0.064
O -2.4941 -2.9661 -1.6273 -0.531
C -3.8327 -3.4073 -1.5341 -0.062
C -4.0642 -4.8028 -2.0905 -0.644
H -2.7102 -0.9373 -3.4296 0.223
H -2.1831 -1.8959 -4.8242 0.213
H -3.7140 -2.2551 -4.0288 0.196
H -0.9222 -2.5354 -2.7946 0.195
H -1.8733 -3.8900 -3.3731 0.152
H -4.5068 -2.6848 -2.0085 0.159
H -4.0699 -3.4011 -0.4700 0.187
H -3.8468 -4.8600 -3.1579 0.202
H -5.1044 -5.0975 -1.9454 0.210
H -3.4228 -5.5253 -1.5834 0.210
```

## Properties
Highest occupied orbital energy   -4.4 eV
Max |F|   0.029 hartree/bohr
Lowest unoccupied orbital energy   2.5 eV
Total charge   -1
DFT total energy   -27327.9739 eV
HOMO-LUMO gap   6.89 eV